# 1
{"formula": "C43H101O34P5S7", "method": "wB97M-V/def2-TZVPD", "species": ["C", "O", "P", "O", "O", "C", "O", "C", "H", "H", "H", "H", "H", "H", "H", "H", "H", "C", "O", "P", "O", "O", "C", "O", "C", "H", "H", "H", "H", "H", "H", "H", "H", "H", "C", "O", "P", "O", "O", "C", "O", "C", "H", "H", "H", "H", "H", "H", "H", "H", "H", "C", "O", "P", "O", "O", "C", "O", "C", "H", "H", "H", "H", "H", "H", "H", "H", "H", "C", "O", "P", "O", "O", "C", "O", "C", "H", "H", "H", "H", "H", "H", "H", "H", "H", "O", "S", "O", "C", "C", "C", "C", "H", "H", "H", "H", "H", "H", "H", "H", "O", "S", "O", "C", "C", "C", "C", "H", "H", "H", "H", "H", "H", "H", "H", "O", "S", "O", "C", "C", "C", "C", "H", "H", "H", "H", "H", "H", "H", "H", "O", "S", "O", "C", "C", "C", "C", "H", "H", "H", "H", "H", "H", "H", "H", "O", "S", "O", "C", "C", "C", "C", "H", "H", "H", "H", "H", "H", "H", "H", "O", "S", "O", "C", "C", "C", "C", "H", "H", "H", "H", "H", "H", "H", "H", "O", "S", "O", "C", "C", "C", "C", "H", "H", "H", "H", "H", "H", "H", "H"], "positions_angstrom": [[-0.02650, -2.36929, -4.15131], [0.72462, -3.20442, -5.03362], [1.82968, -2.67666, -5.97604], [1.45998, -1.47619, -6.75161], [3.05006, -2.34531, -4.96767], [3.36834, -3.32181, -3.97331], [2.35717, -3.90480, -6.82557], [3.39942, -3.81902, -7.76783], [0.75754, -1.79291, -3.64835], [-0.50138, -2.96496, -3.37421], [-0.70272, -1.76770, -4.75111], [3.32662, -2.99663, -2.93294], [4.38379, -3.65941, -4.18993], [2.71820, -4.19863, -3.99270], [3.08334, -3.94968, -8.80105], [4.12719, -4.60151, -7.54297], [3.96530, -2.88735, -7.69412], [3.81989, 4.03446, 5.39752], [4.03130, 4.35982, 4.00447], [2.87910, 3.98990, 2.95495], [1.92933, 2.91693, 3.35454], [3.67366, 3.73606, 1.57735], [4.67670, 2.71966, 1.55421], [2.10931, 5.37004, 2.72341], [0.89738, 5.47946, 1.96038], [4.64281, 4.34939, 6.03039], [3.83715, 2.94212, 5.43245], [2.83808, 4.32898, 5.75944], [4.67194, 2.37932, 0.51205], [4.44780, 1.89384, 2.22324], [5.67466, 3.16050, 1.58388], [0.19440, 6.16873, 2.42389], [0.41193, 4.50757, 1.88194], [1.13911, 5.86818, 0.97330], [-3.99814, 2.36082, 2.46389], [-4.76216, 3.19795, 3.33799], [-4.09420, 4.48084, 4.01025], [-3.87514, 5.56593, 3.02565], [-2.78219, 3.89349, 4.73945], [-1.47758, 4.08997, 4.20990], [-5.18393, 4.78371, 5.11335], [-5.30412, 3.94440, 6.23025], [-4.59643, 1.46064, 2.32343], [-2.99972, 2.30080, 2.88391], [-4.04453, 2.81496, 1.47046], [-1.24861, 5.15417, 4.26177], [-1.33548, 3.72248, 3.19076], [-0.76400, 3.50546, 4.79231], [-4.78472, 4.32780, 7.11272], [-4.81636, 2.97942, 6.03600], [-6.32729, 3.66811, 6.48515], [6.20196, -0.22600, -2.35577], [5.51957, 1.01141, -2.57216], [3.97305, 1.01832, -3.07841], [3.19342, -0.08386, -2.48444], [3.54620, 2.52944, -2.86499], [3.19680, 2.98953, -1.56153], [4.09391, 1.05320, -4.68821], [4.89775, 0.03494, -5.29368], [6.17289, -0.31549, -1.26403], [7.24135, -0.19238, -2.67142], [5.79176, -1.19912, -2.63479], [2.54220, 3.85738, -1.54418], [4.11227, 3.25013, -1.02724], [2.63491, 2.26393, -0.96716], [4.85754, -0.96046, -4.85675], [5.92004, 0.41057, -5.31797], [4.52784, -0.15444, -6.30048], [5.13151, -1.40345, 2.21158], [5.27537, -2.08008, 3.44900], [3.90570, -2.69254, 4.05820], [2.68751, -1.87775, 3.94951], [3.72755, -4.12044, 3.28968], [4.76484, -4.80496, 2.57186], [4.28040, -3.14950, 5.56785], [3.20558, -3.39629, 6.47840], [5.69450, -1.93576, 1.43817], [5.52412, -0.38767, 2.18729], [4.10795, -1.38946, 1.83233], [4.63988, -4.90989, 1.49699], [4.73068, -5.75988, 3.10148], [5.73230, -4.36282, 2.81206], [3.35754, -2.71101, 7.31265], [3.25888, -4.45054, 6.74437], [2.22456, -3.14235, 6.07333], [-4.09875, 0.37727, -2.19976], [-3.76711, -0.21955, -3.48969], [-2.38855, -0.17103, -3.94163], [-4.35402, -1.97151, -3.41880], [-5.57817, -1.87201, -4.30945], [-5.23245, -1.03478, -5.53605], [-4.75835, 0.28167, -4.91777], [-4.64331, -2.28637, -2.41687], [-3.57030, -2.66861, -3.71457], [-6.01476, -2.85942, -4.45722], [-6.31489, -1.26152, -3.77903], [-6.13791, -0.95471, -6.14024], [-4.53644, -1.51996, -6.22127], [-5.47494, 1.06070, -4.64115], [-4.13798, 0.94511, -5.52508], [-6.19391, 3.68780, -0.00292], [-5.38971, 4.29183, -1.06180], [-6.09581, 4.66813, -2.24275], [-4.43919, 5.74263, -0.43679], [-3.01910, 5.17046, -0.21181], [-2.72343, 4.32542, -1.45019], [-3.91513, 3.31474, -1.38496], [-4.82890, 6.19625, 0.47103], [-4.24889, 6.48947, -1.20686], [-2.39544, 6.05944, -0.09609], [-2.92392, 4.57017, 0.69282], [-1.85055, 3.67208, -1.39147], [-2.66417, 4.81270, -2.42241], [-3.74984, 2.49871, -0.68939], [-4.15848, 2.91689, -2.37088], [-4.58098, -4.89206, 0.36139], [-4.29598, -4.24718, 1.62271], [-4.47107, -5.00073, 2.82104], [-2.64038, -3.47176, 1.58868], [-2.86397, -1.94729, 1.60676], [-4.27040, -1.77255, 0.93091], [-5.19523, -2.64777, 1.74268], [-2.05575, -3.85384, 0.75410], [-2.25962, -3.88391, 2.52354], [-2.80113, -1.74349, 2.67446], [-2.04015, -1.51264, 1.04484], [-4.23811, -1.97226, -0.14213], [-4.62803, -0.73957, 0.92968], [-6.17514, -2.67831, 1.27161], [-5.19287, -2.18053, 2.72568], [-0.33586, -0.95808, 7.32137], [-0.28658, 0.41494, 6.81797], [0.34660, 1.43157, 7.59512], [0.39163, 0.35529, 5.13735], [-0.76435, -0.16344, 4.31264], [-2.09728, 0.42103, 4.86571], [-1.90529, 0.93368, 6.32712], [1.41474, 0.05625, 4.92190], [0.47163, 1.42634, 4.89926], [-0.64498, 0.04134, 3.24733], [-0.83164, -1.25480, 4.32471], [-2.94714, -0.25675, 4.94051], [-2.45477, 1.23089, 4.23210], [-2.62132, 0.51667, 7.03203], [-1.89454, 2.01402, 6.47054], [-1.20480, 1.70718, 1.21187], [-0.11533, 1.52308, 0.27381], [0.41509, 2.67466, -0.44764], [1.28801, 0.63570, 1.09681], [1.13773, -0.80670, 0.67698], [0.60860, -0.80519, -0.76729], [-0.55332, 0.14030, -0.88472], [1.13511, 0.80439, 2.15954], [2.15140, 1.10988, 0.63447], [2.14093, -1.22675, 0.77443], [0.50247, -1.43376, 1.30482], [0.33633, -1.78792, -1.14130], [1.43448, -0.44935, -1.39341], [-1.47815, -0.33689, -0.55039], [-0.83260, 0.57749, -1.84285], [0.52788, 3.64670, -3.07372], [-0.51524, 2.97733, -3.80964], [-1.88899, 3.44298, -3.67791], [-0.12682, 3.03829, -5.57079], [0.66848, 1.77630, -5.81774], [-0.00499, 0.58213, -4.99130], [-0.30115, 1.18446, -3.62072], [0.34283, 4.00673, -5.73017], [-1.10572, 2.99439, -6.04910], [0.73818, 1.50281, -6.86939], [1.69297, 1.91143, -5.46337], [0.85541, -0.06910, -5.14416], [-0.86209, 0.23074, -5.56085], [0.64577, 1.20876, -3.07894], [-1.20718, 0.98648, -3.05019], [0.23404, -3.81477, -0.03016], [1.44055, -4.61045, -0.24636], [2.57660, -3.95661, -0.87437], [1.74631, -5.63483, 1.18946], [0.75138, -6.82318, 1.07532], [0.90318, -7.30847, -0.37920], [1.01928, -6.04723, -1.25235], [1.48679, -4.96438, 2.01098], [2.76285, -6.00754, 1.27295], [1.02391, -7.48359, 1.89696], [-0.24837, -6.44374, 1.29141], [0.06525, -7.97349, -0.57871], [1.82993, -7.88176, -0.38900], [0.13281, -5.71888, -1.79443], [1.84962, -6.23701, -1.93002]], "e_above_lowest_kcal_mol": 52.2, "smiles": "COP(=O)(OC)OC.COP(=O)(OC)OC.COP(=O)(OC)OC.COP(=O)(OC)OC.COP(=O)(OC)OC.O=S1(=O)CCCC1.O=S1(=O)CCCC1.O=S1(=O)CCCC1.O=S1(=O)CCCC1.O=S1(=O)CCCC1.O=S1(=O)CCCC1.O=S1(=O)CCCC1"}

---

# 2
{"formula": "C21H31N5O7", "method": "wB97M-V/def2-TZVPD", "species": ["O", "N", "O", "C", "C", "C", "C", "C", "C", "H", "H", "H", "H", "H", "O", "N", "O", "C", "C", "C", "C", "C", "C", "H", "H", "H", "H", "H", "C", "N", "C", "C", "O", "H", "H", "H", "H", "H", "H", "H", "C", "N", "C", "C", "O", "H", "H", "H", "H", "H", "H", "H", "C", "N", "C", "C", "O", "H", "H", "H", "H", "H", "H", "H"], "positions_angstrom": [[4.04995, 6.87987, 55.63573], [2.77485, 6.60493, 55.35485], [2.33997, 6.81974, 54.24533], [2.10731, 5.91772, 56.34847], [0.76503, 5.19335, 55.95608], [0.15974, 4.22291, 57.01213], [0.54675, 4.32823, 58.54496], [1.64339, 5.04811, 58.86458], [2.40321, 6.10908, 57.87828], [0.57048, 4.92322, 54.94265], [-0.62629, 3.46501, 56.87070], [0.03477, 4.13664, 59.28312], [1.89037, 5.20774, 59.97228], [3.04076, 6.78790, 58.12972], [1.89717, -0.48569, 58.27697], [0.81199, 0.09524, 57.90746], [0.28783, -0.16260, 56.82009], [-0.07459, 0.74692, 58.99706], [-1.58684, 1.05059, 58.66265], [-2.51849, 1.48169, 59.73585], [-1.92903, 1.96470, 61.05218], [-0.54368, 1.87559, 61.38259], [0.51548, 1.18097, 60.25741], [-1.95899, 0.68582, 57.75982], [-3.54718, 1.60799, 59.80641], [-2.39215, 2.47408, 61.96091], [-0.10618, 2.33696, 62.38092], [1.62011, 1.26234, 60.56020], [-5.91701, 5.16580, 60.25334], [-6.92983, 5.47054, 61.34995], [-7.97153, 4.52094, 61.44402], [-6.47612, 6.33278, 62.31325], [-7.11900, 6.52623, 63.40251], [-6.51152, 5.25793, 59.37679], [-5.26659, 4.17471, 60.35101], [-5.16162, 5.98292, 60.26947], [-8.93383, 4.96591, 61.87877], [-7.76649, 3.62461, 62.09745], [-8.27924, 4.25804, 60.33586], [-5.69549, 7.07022, 61.99733], [-3.07796, 3.79918, 55.10318], [-3.49241, 3.81288, 56.45936], [-3.44561, 5.07500, 57.18354], [-4.22554, 2.84090, 57.03618], [-4.77169, 2.91748, 58.12620], [-2.18305, 4.62669, 54.79468], [-3.77802, 3.90305, 54.48952], [-2.54462, 2.95270, 54.77465], [-4.50468, 5.44189, 57.58253], [-2.84138, 5.74335, 56.68286], [-2.78449, 5.05493, 58.16699], [-4.28859, 1.93367, 56.38580], [-7.68573, 0.48319, 56.02881], [-7.03991, 1.41508, 55.15341], [-7.46884, 2.83040, 55.45821], [-5.99814, 1.10644, 54.43740], [-5.31800, 1.96787, 53.81446], [-7.24079, 0.64708, 57.03663], [-7.41310, -0.42642, 55.68432], [-8.80325, 0.77517, 55.97601], [-8.48164, 3.11270, 54.86618], [-6.77453, 3.44852, 55.09873], [-7.66618, 3.09099, 56.53601], [-5.80541, 0.02452, 54.22528]], "e_above_lowest_kcal_mol": 254.4, "smiles": "O=[N+]([O-])c1ccccc1.O=[N+]([O-])c1ccccc1.CN(C)C=O.CN(C)C=O.CN(C)C=O"}

---

# 3
{"formula": "C6H6", "method": "wB97M-V/def2-TZVPD", "species": ["C", "C", "C", "C", "C", "C", "H", "H", "H", "H", "H", "H"], "positions_angstrom": [[-2.69133, 0.03367, -0.07472], [-1.28492, 0.10703, 0.32858], [-0.15130, 0.43805, 0.58483], [1.14589, 0.07509, 0.47892], [1.85195, -0.84336, -0.12349], [2.56581, 0.41050, 0.04545], [-3.33450, -0.02242, 0.70169], [-2.91004, -0.89634, -0.62893], [-3.03579, 0.79925, -0.73197], [1.88910, -1.71253, -0.69059], [3.23807, 0.57096, 0.90588], [2.71706, 1.04008, -0.79565]], "e_above_lowest_kcal_mol": 120.1, "smiles": "CC#CC1=CC1"}

---

Number 1: total energy -8751.49577 a.u., maximum force 0.057 Eh/bohr, gap between HOMO and LUMO 9.028 eV. Number 2: total energy -1618.59739 a.u., maximum force 0.260 Eh/bohr, gap between HOMO and LUMO 7.896 eV. Number 3: total energy -232.03489 a.u., maximum force 0.069 Eh/bohr, gap between HOMO and LUMO 9.351 eV.